(1)
Computed, not measured: the ion C5H13N2 with charge +1 at a distorted geometry, with ωB97M-V with the def2-TZVPD basis set.

Values from the calculation:
ΔE to the lowest compared entry with this formula, charge and spin = 68.62 kcal/mol
frontier orbital gap = 8.717 eV
LUMO energy = -3.64 eV
HOMO = -12.35 eV
net charge = +1

Element x y z (Å)
N: -0.84486 -2.51141 2.20292
N: 1.45841 1.42931 -0.09667
C: 0.28247 2.09946 -2.08274
C: 0.67604 0.85327 -1.20542
C: -0.07845 -0.90856 0.36255
C: -0.55399 0.25691 -0.54263
C: -1.02050 -1.30490 1.19139
H: 0.94488 2.08910 0.46642
H: -1.53562 -2.51704 2.97439
H: -0.46179 1.92254 -2.85265
H: -1.98705 -0.93505 1.48687
H: 2.26917 1.87278 -0.50308
H: 1.18311 2.52639 -2.56742
H: 0.98933 -1.02068 0.21512
H: -0.05166 2.97361 -1.47890
H: 1.29414 0.14501 -1.74596
H: 0.06182 -2.79602 2.56423
H: -1.28323 -0.08396 -1.29954
H: -0.98519 0.98986 0.15790
H: -1.22380 -3.32431 1.68999

Atoms 1-3, force components in eV/Å:
N -1.5 -0.8 -0.9
N 1.0 -1.5 -0.1
C 0.6 0.2 -0.2

=====

(2)
Computed, not measured: a cluster of 2 separate species, C5H13NO2 in total at a distorted geometry, with ωB97M-V with the def2-TZVPD basis set.

Values from the calculation:
ΔE to the lowest compared entry with this formula, charge and spin = 46.01 kcal/mol
frontier orbital gap = 8.678 eV
LUMO energy = 0.54 eV
HOMO = -8.13 eV

Element x y z (Å)
O: 2.90181 2.44335 3.54614
O: -1.33377 0.14663 -2.83355
N: -0.22389 -1.33497 1.58027
C: 0.40447 -0.27690 -0.59686
C: -0.02546 -1.47327 0.19611
C: -1.73165 0.66563 -1.55622
C: -0.44032 -2.59200 -0.43235
C: -0.55115 0.95185 -0.61992
H: 0.77890 -0.56671 -1.57286
H: 3.51190 3.11456 3.85176
H: 2.77750 2.67714 2.62569
H: -0.98873 1.04392 0.36983
H: -0.37202 -2.71316 -1.50126
H: 0.16338 1.74898 -0.81555
H: -0.82110 -3.41002 0.16964
H: 0.37176 -0.59177 1.94492
H: 1.36728 0.05156 -0.16467
H: 0.05573 -2.18945 2.04187
H: -1.14251 0.86403 -3.40682
H: -2.34589 -0.10175 -1.08939
H: -2.35624 1.54234 -1.73677

Atoms 1-3, force components in eV/Å:
O 0.0 -0.1 0.0
O -0.3 -1.0 1.0
N 1.0 0.6 0.2

=====

(3)
Computed, not measured: a cluster of 2 separate species, C5H14 in total at a distorted geometry, with ωB97M-V with the def2-TZVPD basis set.

Values from the calculation:
ΔE to the lowest compared entry with this formula, charge and spin = 16.84 kcal/mol
frontier orbital gap = 12.489 eV
LUMO energy = 1.14 eV
HOMO = -11.35 eV

Element x y z (Å)
C: -1.50349 -0.28700 -1.94313
C: 0.99938 -0.61071 -1.41072
C: 0.10688 1.14076 3.20318
C: 0.41741 -0.13087 2.38222
C: -0.04564 -0.14384 -2.47641
H: 0.55443 -1.00746 3.01412
H: 0.15860 0.88291 -2.73527
H: 0.01040 -0.85099 -3.29449
H: -0.20758 -0.42694 1.54530
H: 1.36516 0.06005 1.86673
H: -0.75897 1.65145 2.78820
H: -1.58909 -0.95163 -1.09199
H: -2.08890 -0.65367 -2.79635
H: -2.04025 0.64473 -1.75592
H: -0.11612 0.86657 4.23274
H: 1.87884 0.01775 -1.35303
H: 0.55450 -0.78904 -0.43855
H: 0.98190 1.77944 3.24309
H: 1.25991 -1.61813 -1.74855

Atoms 1-3, force components in eV/Å:
C -0.2 0.4 -1.5
C -0.7 -0.9 -1.0
C -0.5 -0.9 -0.2

=====

(4)
Computed, not measured: an isolated molecule of C21H21N5O3 at a distorted geometry, with ωB97M-V with the def2-TZVPD basis set.

Values from the calculation:
ΔE to the lowest compared entry with this formula, charge and spin = 107.34 kcal/mol
frontier orbital gap = 8.306 eV
LUMO energy = -0.27 eV
HOMO = -8.58 eV

Element x y z (Å)
O: 1.08369 4.12938 3.59998
O: 2.35903 2.77394 5.78814
O: -1.47539 3.18828 0.06787
N: 2.62012 7.20062 4.88707
N: 3.17684 8.09362 4.01309
N: -0.67506 2.76222 1.99145
N: 2.49136 6.45618 2.88649
N: 3.04207 7.68007 2.79055
C: -1.08126 2.27282 0.75902
C: 1.18934 -5.36373 -5.64432
C: -0.98395 -0.82028 -1.58207
C: -1.33919 0.46184 -0.95165
C: 1.66277 4.88428 4.67395
C: 0.15540 -1.55871 -1.24831
C: 1.05825 0.86480 5.29195
C: -0.77333 0.95331 0.21686
C: 0.05149 0.22355 4.59011
C: 0.44141 -2.77442 -1.89517
C: -0.49981 0.82362 3.47036
C: -1.37816 -2.41152 -3.38527
C: -1.70027 -1.21527 -2.70592
C: -0.07899 -4.49089 -3.71392
C: 0.50982 -4.15382 -5.07307
C: 1.42620 2.14987 4.96238
C: 2.80222 4.06385 5.29924
C: 0.82754 2.80233 3.86361
C: 2.21665 6.20134 4.19361
C: -0.30888 -3.22868 -2.96594
C: -0.12488 2.12729 3.10488
H: 1.49245 0.34879 6.16581
H: -0.29881 -0.72909 4.92396
H: 1.28852 -3.35486 -4.92473
H: 1.30042 -3.29503 -1.60178
H: 3.58089 3.90875 4.56905
H: 1.47282 -5.19284 -6.69506
H: -0.29234 -3.80034 -5.72672
H: 2.31521 5.81783 2.09786
H: 0.90977 5.11460 5.43418
H: -0.68269 3.75579 2.06487
H: -1.26655 0.24198 2.95750
H: -0.96151 -5.12351 -3.77830
H: 0.86167 -1.20307 -0.44514
H: -2.49718 -0.64206 -3.15531
H: 3.22302 4.65201 6.12228
H: -2.01333 1.13376 -1.48185
H: 0.54547 -6.29217 -5.61631
H: 0.64953 -5.07193 -3.18254
H: -1.93340 -2.71098 -4.24684
H: 2.13661 -5.56532 -5.12608
H: -0.06675 0.37065 0.81901

Atoms 1-3, force components in eV/Å:
O 0.2 0.9 -0.5
O -0.5 0.9 -0.9
O -1.3 0.1 -1.6

=====

(5)
Computed, not measured: a cluster of 14 separate species, C3H32NO15 in total at a distorted geometry, with ωB97M-V with the def2-TZVPD basis set.

Values from the calculation:
ΔE to the lowest compared entry with this formula, charge and spin = 20.11 kcal/mol
frontier orbital gap = 8.855 eV
LUMO energy = 2.56 eV
HOMO = -6.30 eV
net charge = -1

Element x y z (Å)
O: 1.88122 2.85470 -1.42860
O: 3.23789 -0.77978 -1.58197
O: -3.03635 0.20553 -2.92918
O: 3.80930 -2.27203 0.54978
O: -2.50568 -0.37187 2.56097
O: -0.37511 -1.67002 3.17876
O: -3.56149 2.64065 -0.78994
O: -3.56687 -2.31683 1.20353
O: -2.22278 -2.35046 -1.05929
O: 0.97649 0.44324 -2.77881
O: -1.97176 2.93415 1.48363
O: -0.72841 2.47981 -0.78279
O: 3.58687 1.44378 0.05011
O: -1.00791 -0.65634 -1.75926
O: 3.20461 -0.16192 2.14778
N: 0.94001 -1.09310 0.39733
C: -0.13947 -1.98908 0.09190
C: 0.41207 0.04526 1.21441
C: -1.19814 -1.71072 -1.01140
H: -1.05032 -1.08756 2.69099
H: 1.75905 2.17656 -2.04527
H: 4.39307 1.90950 -0.07813
H: 0.55303 -0.05288 2.36001
H: -2.96824 -0.93989 1.92067
H: -1.60085 2.63916 0.64849
H: 2.92648 -2.36307 0.85504
H: -0.97356 1.52974 -1.05972
H: 2.46466 2.44694 -0.77300
H: 3.62159 1.00145 0.96293
H: 0.89319 0.11648 -3.75814
H: -3.01666 -2.60130 0.47688
H: -3.81783 1.93064 -1.28056
H: 2.42220 -0.69127 -2.04325
H: -2.20909 0.45524 2.18726
H: -2.72181 2.86415 -1.04763
H: 3.51384 0.04481 -1.27175
H: -0.91004 -2.39603 3.26872
H: 0.18655 0.12445 -2.30809
H: 1.45186 -0.72696 -0.39950
H: -3.39098 -0.61908 -3.21616
H: -2.77468 3.25288 1.17208
H: 0.31508 2.41029 -0.62141
H: -2.24148 0.00639 -2.42120
H: 3.58775 -0.92339 1.67449
H: -0.61368 0.39637 0.93502
H: 1.04276 0.84279 0.88063
H: -4.24761 -1.91668 0.62455
H: 3.68999 -1.71718 -0.22261
H: -0.65237 -2.29346 1.03706
H: 2.31601 -0.50370 2.33965
H: 0.31759 -2.99039 -0.24504

Atoms 1-3, force components in eV/Å:
O 0.3 1.8 1.7
O 1.0 -2.8 -0.4
O -1.3 1.9 -0.6

=====

(6)
Computed, not measured: a cluster of 2 separate species, C3H5Cl in total at a distorted geometry, with ωB97M-V with the def2-TZVPD basis set.

Values from the calculation:
ΔE to the lowest compared entry with this formula, charge and spin = 42.38 kcal/mol
frontier orbital gap (spin up / spin down) = 9.433 / 7.260 eV
<S²> = 2.0154
LUMO energy (spin up / spin down) = 1.09 / -1.94 eV
HOMO (spin up / spin down) = -8.35 / -9.20 eV
2S+1 = 3

Element x y z (Å)
Cl: 3.37128 -0.10676 -0.01536
C: 1.85121 0.64330 -0.05778
C: -0.69458 0.15316 0.00127
C: 0.77582 -0.11731 0.04769
H: 2.00414 1.79467 0.07998
H: -1.25698 -0.26027 0.96734
H: -1.00441 1.29645 -0.02176
H: 0.88979 -2.26849 -0.27634
H: -1.22612 -0.44215 -0.71873

Atoms 1-3, force components in eV/Å:
Cl 1.6 -0.7 -0.1
C -0.9 1.4 1.1
C -1.3 0.4 3.0